Below is 9 unconnected molecules or ions with the total composition C3H20N2O8, with properties calculated with ωB97M-V with the def2-TZVPD basis set.

Structure (ORCA input):
```
! wB97M-V def2-TZVPD RIJCOSX def2/J DEFGRID3
* xyz 0 1
C 0.167 -1.871 2.202
C 0.622 -0.909 1.303
N -0.270 0.143 1.270
C -1.277 -0.121 2.136
N -1.037 -1.355 2.737
H 0.555 -2.831 2.449
H 1.555 -1.000 0.676
H -2.160 0.493 2.334
H -1.643 -1.837 3.359
H -2.508 -1.270 -1.357
H -1.995 -0.118 -2.188
O -2.751 -0.481 -1.723
H 1.542 1.223 -1.549
H 2.733 1.180 -2.679
O 2.169 0.640 -2.070
H 1.849 1.923 0.782
H 2.040 1.232 2.134
O 2.538 1.703 1.434
H 3.387 0.358 0.524
H 3.120 -0.131 -0.788
O 3.525 -0.384 0.015
H -1.027 -2.225 -0.022
H -1.019 -3.033 -1.335
O -1.571 -2.660 -0.673
H -0.174 2.897 -0.813
H -0.055 1.502 -0.040
O 0.348 2.060 -0.708
H -2.208 1.525 0.260
H -3.097 0.588 -0.376
O -3.040 1.148 0.389
H 0.368 0.000 -2.926
H -0.231 1.098 -2.021
O -0.455 0.511 -2.737
*
```

Computed properties:
- Kohn-Sham gap: 9.72 eV
- HOMO: -0.3528 hartree
- Structure (SMILES): c1c[nH]cn1.O.O.O.O.O.O.O.O
- Energy above the lowest of the compared OMol25 structures with the same formula, charge and spin: 125.7 kJ/mol

---

Below is a molecular structure, C36H43Cl2HfN2OP3S, with properties calculated with ωB97M-V with the def2-TZVPD basis set.

Structure (ORCA input):
```
! wB97M-V def2-TZVPD RIJCOSX def2/J DEFGRID3
* xyz 2 1
P 1.199 1.666 -5.842
C 2.866 1.850 -6.599
C 3.284 1.199 -7.771
H 2.613 0.510 -8.286
C 4.559 1.439 -8.295
H 4.864 0.937 -9.216
C 5.429 2.320 -7.647
H 6.419 2.517 -8.063
C 5.027 2.957 -6.465
H 5.703 3.648 -5.957
C 3.759 2.717 -5.937
H 3.437 3.204 -5.014
C 0.535 0.289 -6.870
C 0.846 -1.018 -6.441
H 1.431 -1.151 -5.528
C 0.436 -2.119 -7.192
H 0.705 -3.126 -6.867
C -0.308 -1.933 -8.364
H -0.622 -2.797 -8.953
C -0.642 -0.642 -8.782
H -1.222 -0.488 -9.695
C -0.224 0.466 -8.037
H -0.486 1.470 -8.375
C 0.342 3.092 -6.629
C 0.878 3.858 -7.677
H 1.877 3.644 -8.059
C 0.132 4.896 -8.246
H 0.558 5.475 -9.067
C -1.151 5.179 -7.768
H -1.741 5.977 -8.223
C -1.683 4.436 -6.706
H -2.684 4.654 -6.330
C -0.937 3.409 -6.127
H -1.337 2.841 -5.284
Hf 0.267 0.181 0.127
C -1.881 -0.660 -0.321
C -2.268 -0.864 -1.588
H -2.541 -1.023 0.480
C -1.358 -0.382 -2.709
O -2.131 0.607 -3.444
H -1.612 0.933 -4.207
C -0.138 0.228 -2.131
H -1.061 -1.226 -3.363
C 0.797 1.056 -1.968
Cl -0.358 -1.041 2.201
Cl 2.541 0.742 0.536
P 1.414 -2.227 -0.207
C 2.336 -2.755 1.276
H 1.636 -2.957 2.094
H 3.014 -1.953 1.588
H 2.915 -3.657 1.050
C 0.349 -3.657 -0.562
H -0.187 -3.487 -1.506
H -0.390 -3.768 0.243
H 0.950 -4.573 -0.643
C 2.695 -2.225 -1.495
H 3.394 -1.400 -1.299
H 2.223 -2.064 -2.473
H 3.229 -3.184 -1.486
P -3.857 -1.632 -2.033
C -4.490 -2.612 -0.678
C -3.537 -2.693 -3.444
H -4.619 -1.990 0.218
H -3.811 -3.446 -0.453
H -5.468 -3.015 -0.984
H -3.081 -2.111 -4.255
H -4.497 -3.109 -3.779
H -2.866 -3.509 -3.146
C -5.028 -0.363 -2.509
H -5.273 0.256 -1.636
H -5.936 -0.857 -2.882
H -4.574 0.264 -3.287
H 1.497 1.715 -2.472
N 0.929 1.539 3.342
C 0.108 2.325 2.614
N -0.354 2.044 1.381
C -1.199 3.083 0.919
C -1.890 3.127 -0.306
C -2.652 4.267 -0.598
C -2.740 5.331 0.319
C -2.064 5.271 1.544
C -1.295 4.150 1.830
S -0.342 3.880 3.272
H 1.158 1.898 4.264
H 0.877 0.532 3.191
H -1.821 2.287 -1.006
H -3.186 4.333 -1.550
H -3.339 6.210 0.078
H -2.108 6.059 2.289
*
```

Computed properties:
- Kohn-Sham gap: 4.59 eV
- HOMO: -0.4510 hartree
- Energy above the lowest of the compared OMol25 structures with the same formula, charge and spin: 46.2 kJ/mol